Below is a 3-piece molecular cluster, C37H76FNO4 overall, with properties calculated with wB97M-V/def2-TZVPD.

As for the net charge: 0. For the HOMO energy, the calculation gives -9.57 eV. For the electronic energy, the calculation gives -1910.7097 Eh. The value obtained for the gap between HOMO and LUMO is 10.16 eV.

Last columns: bonded neighbours and bond lengths (Å).
Element x y z (Å)
1 C -2.9409 6.8852 5.4269  C2 1.622, H32 1.145, H33 1.146, H34 1.152
2 C -3.6479 7.1285 3.9873  C1 1.622, C3 1.631, H35 1.145, H36 1.142
3 C -4.7175 5.9158 3.7735  C2 1.631, C4 1.609, H37 1.151, H38 1.145
4 C -4.2221 4.8190 2.7059  C3 1.609, C5 1.631, H39 1.155, H40 1.148
5 C -3.4605 3.5529 3.3964  C4 1.631, C6 1.602, H41 1.141, H42 1.140
6 C -2.5094 2.9268 2.2702  C5 1.602, C7 1.629, H43 1.140, H44 1.151
7 C -1.8082 1.5282 2.7235  C6 1.629, C8 1.629, H45 1.156, H46 1.144
8 C -0.2752 1.4213 2.1815  C7 1.629, C9 1.618, H47 1.152, H48 1.143
9 C 0.0513 -0.1208 1.8154  C8 1.618, C10 1.615, H49 1.144, H50 1.146
10 C 1.6096 -0.3709 1.4741  C9 1.615, C11 1.613, H51 1.143, H52 1.153
11 C 1.7636 -0.9904 -0.0076  C10 1.613, N12 1.521, H53 1.154, H54 1.156
12 N 2.5883 -2.2682 -0.0154  C11 1.521, C13 1.501, C17 1.469
13 C 2.4882 -2.7657 -1.4283  N12 1.501, C14 1.603, H55 1.155, H56 1.154
14 C 3.4778 -3.9766 -1.7821  C13 1.603, C15 1.619, H57 1.143, H58 1.155
15 C 4.3901 -3.6466 -3.0783  C14 1.619, F16 1.453, H59 1.137, H60 1.151
16 F 3.6189 -3.0011 -4.1268  C15 1.453
17 C 3.9595 -1.8922 0.3555  N12 1.469, O18 1.260, O19 1.442
18 O 4.7254 -2.7066 0.9369  C17 1.260
19 O 4.5119 -0.5772 0.1450  C17 1.442, C20 1.450
20 C 4.9110 -0.3896 -1.2358  O19 1.450, C21 1.626, H61 1.154, H62 1.154
21 C 5.5307 1.1106 -1.3405  C20 1.626, C22 1.603, H63 1.156, H64 1.138
22 C 7.1045 1.1013 -1.6469  C21 1.603, C23 1.603, H65 1.143, H66 1.157
23 C 7.6412 2.3355 -2.5183  C22 1.603, C24 1.607, H67 1.150, H68 1.157
24 C 6.8581 3.7233 -2.3112  C23 1.607, C25 1.608, H69 1.137, H70 1.155
25 C 6.1709 4.1222 -3.7088  C24 1.608, C26 1.606, H71 1.155, H72 1.154
26 C 4.5947 3.8267 -3.7961  C25 1.606, C27 1.628, H73 1.145, H74 1.145
27 C 4.4310 2.4436 -4.6395  C26 1.628, O28 1.475, H75 1.139, H76 1.154
28 O 3.3694 1.5876 -4.0785  C27 1.475, C29 1.440
29 C 2.6162 1.1449 -5.2229  O28 1.440, C30 1.619, O31 1.243
30 C 1.4737 2.1768 -5.7225  C29 1.619, H77 1.137, H78 1.140, H79 1.152
31 O 2.8640 0.0606 -5.7789  C29 1.243
32 H -2.0044 7.5337 5.5408  C1 1.145
33 H -3.7282 7.1453 6.2177  C1 1.146
34 H -2.6384 5.7754 5.4811  C1 1.152
35 H -4.2295 8.1143 4.0299  C2 1.145
36 H -2.8931 7.1759 3.1320  C2 1.142
37 H -5.6835 6.3860 3.3612  C3 1.151
38 H -4.9643 5.3991 4.7652  C3 1.145
39 H -5.1748 4.4417 2.1722  C4 1.155
40 H -3.5577 5.2989 1.9020  C4 1.148
41 H -4.2873 2.8551 3.7596  C5 1.141
42 H -2.9115 3.9857 4.2968  C5 1.140
43 H -3.1420 2.7303 1.3422  C6 1.140
44 H -1.6425 3.6603 2.0847  C6 1.151
45 H -2.4413 0.6964 2.2301  C7 1.156
46 H -1.8717 1.3791 3.8557  C7 1.144
47 H -0.2514 2.0851 1.2399  C8 1.152
48 H 0.4196 1.8388 2.9878  C8 1.143
49 H -0.2094 -0.7669 2.7226  C9 1.144
50 H -0.6516 -0.3862 0.9499  C9 1.146
51 H 2.1456 -0.9749 2.2825  C10 1.143
52 H 2.0941 0.6744 1.4225  C10 1.153
53 H 0.7295 -1.2858 -0.4264  C11 1.154
54 H 2.1748 -0.2270 -0.7727  C11 1.156
55 H 1.4169 -3.1823 -1.5398  C13 1.155
56 H 2.5379 -1.8901 -2.1785  C13 1.154
57 H 4.0938 -4.3469 -0.8934  C14 1.143
58 H 2.8308 -4.8775 -2.1045  C14 1.155
59 H 5.3509 -3.0922 -2.8274  C15 1.137
60 H 4.6935 -4.6708 -3.5062  C15 1.151
61 H 4.0285 -0.3961 -1.9796  C20 1.154
62 H 5.6753 -1.1760 -1.5967  C20 1.154
63 H 5.4074 1.5843 -0.2929  C21 1.156
64 H 4.9040 1.7482 -2.0441  C21 1.138
65 H 7.6566 0.9351 -0.6596  C22 1.143
66 H 7.3060 0.1497 -2.2734  C22 1.157
67 H 7.7201 2.0150 -3.6200  C23 1.150
68 H 8.7353 2.5112 -2.1870  C23 1.157
69 H 6.1647 3.7597 -1.4105  C24 1.137
70 H 7.6682 4.5244 -2.1186  C24 1.155
71 H 6.3014 5.2629 -3.8305  C25 1.155
72 H 6.7298 3.6702 -4.6121  C25 1.154
73 H 4.0651 4.6787 -4.3485  C26 1.145
74 H 4.1525 3.7420 -2.7429  C26 1.145
75 H 4.2153 2.6243 -5.7432  C27 1.139
76 H 5.4075 1.8452 -4.4953  C27 1.154
77 H 1.3509 2.0522 -6.8457  C30 1.137
78 H 0.4872 2.0333 -5.1686  C30 1.140
79 H 1.9207 3.2212 -5.5313  C30 1.152
80 C -8.9646 3.8410 3.1305  C81 1.523, H86 1.092, H87 1.093, H88 1.093
81 C -8.1363 2.7381 2.4843  C80 1.523, C82 1.530, H89 1.094, H90 1.096
82 C -8.1950 2.7587 0.9558  C81 1.530, C83 1.532, H91 1.095, H92 1.096
83 C -9.5850 2.5277 0.3548  C82 1.532, C84 1.530, H93 1.096, H94 1.095
84 C -10.2606 1.2170 0.7623  C83 1.530, C85 1.523, H95 1.095, H96 1.094
85 C -9.4936 -0.0183 0.3094  C84 1.523, H97 1.093, H98 1.093, H99 1.092
86 H -10.0260 3.7412 2.8926  C80 1.092
87 H -8.8644 3.7991 4.2181  C80 1.093
88 H -8.6270 4.8263 2.7976  C80 1.093
89 H -8.4562 1.7648 2.8676  C81 1.094
90 H -7.0921 2.8609 2.7931  C81 1.096
91 H -7.5001 2.0074 0.5671  C82 1.095
92 H -7.8211 3.7254 0.5990  C82 1.096
93 H -9.4987 2.5584 -0.7376  C83 1.096
94 H -10.2427 3.3606 0.6259  C83 1.095
95 H -11.2604 1.1895 0.3160  C84 1.095
96 H -10.4077 1.1821 1.8455  C84 1.094
97 H -9.3788 -0.0278 -0.7778  C85 1.093
98 H -10.0331 -0.9238 0.5994  C85 1.093
99 H -8.5007 -0.0666 0.7623  C85 1.092
100 C 3.9331 -7.2870 0.2204  C101 1.523, H106 1.092, H107 1.093, H108 1.094
101 C 3.5226 -8.7284 0.4911  C100 1.523, C102 1.530, H109 1.094, H110 1.095
102 C 2.6095 -9.3071 -0.5913  C101 1.530, C103 1.532, H111 1.095, H112 1.096
103 C 1.2601 -8.5997 -0.7507  C102 1.532, C104 1.530, H113 1.096, H114 1.096
104 C 0.3987 -8.5485 0.5125  C103 1.530, C105 1.523, H115 1.095, H116 1.094
105 C -0.0069 -9.9270 1.0170  C104 1.523, H117 1.093, H118 1.093, H119 1.092
106 H 3.0695 -6.6183 0.1994  C100 1.092
107 H 4.6059 -6.9333 1.0057  C100 1.093
108 H 4.4571 -7.2053 -0.7361  C100 1.094
109 H 3.0452 -8.7970 1.4728  C101 1.094
110 H 4.4274 -9.3435 0.5467  C101 1.095
111 H 2.4424 -10.3682 -0.3800  C102 1.095
112 H 3.1331 -9.2724 -1.5537  C102 1.096
113 H 0.6970 -9.1040 -1.5447  C103 1.096
114 H 1.4244 -7.5761 -1.1051  C103 1.096
115 H -0.5093 -7.9780 0.2895  C104 1.095
116 H 0.9155 -8.0032 1.3072  C104 1.094
117 H -0.5694 -10.4708 0.2533  C105 1.093
118 H -0.6433 -9.8322 1.9009  C105 1.093
119 H 0.8618 -10.5264 1.2989  C105 1.092

Here are the Mulliken charges for atoms 1 to 6, given in e: -0.923 -0.449 -0.641 -0.338 -0.384 -0.677